# 1
Formula: C9H14
Source: the Open Molecules 2025 dataset
Level of theory: ωB97M-V with the def2-TZVPD basis set

The geometry in XYZ format:
```
23
Properties=species:S:1:pos:R:3:forces:R:3:nbo_charge:R:1
C 2.770 0.255 -1.262 0.3 0.1 0.0 -0.631
C 1.666 -0.356 -0.458 0.4 -0.8 0.6 -0.015
C 0.733 0.390 0.242 -0.5 0.3 -0.9 -0.212
C -0.312 -0.225 0.915 0.5 -0.1 0.4 -0.203
C -0.313 -1.605 1.064 -0.4 0.3 0.1 -0.229
C 0.685 -2.367 0.483 0.1 -0.1 -0.9 -0.196
C 1.651 -1.751 -0.300 0.4 0.9 0.5 -0.217
H 3.726 0.198 -0.739 0.0 0.0 0.2 0.219
H 2.589 1.307 -1.460 -0.1 0.1 -0.2 0.215
H 2.939 -0.293 -2.191 -0.2 0.2 -0.1 0.220
H 0.750 1.468 0.135 0.0 0.1 0.1 0.203
H -1.078 0.397 1.353 -0.1 -0.1 0.2 0.214
H -1.094 -2.063 1.652 -0.1 -0.2 0.0 0.212
H 0.655 -3.447 0.486 0.1 -0.1 0.5 0.212
H 2.545 -2.257 -0.654 -0.5 -0.4 -0.3 0.206
C -2.490 2.608 0.279 -0.2 -0.3 0.1 -0.617
C -3.275 1.654 -0.627 -0.3 -0.1 -0.4 -0.618
H -2.634 2.378 1.337 0.0 -0.1 -0.1 0.203
H -1.427 2.514 0.080 0.1 0.4 0.0 0.205
H -2.846 3.629 0.158 0.3 0.1 -0.1 0.209
H -3.682 0.797 -0.088 0.0 0.1 0.0 0.206
H -2.702 1.254 -1.467 0.3 0.0 0.3 0.209
H -4.091 2.174 -1.131 -0.2 0.0 0.3 0.205
```
Forces are in eV/Å.

The calculation puts the orbital gap at 10.02 eV. The calculation puts the total energy at -351.31696 Eh. As for the maximum force: 0.0213 hartree/bohr. Its SMILES is Cc1ccccc1.CC. The relative energy (zero: lowest compared OMol25 entry of this formula, charge and spin) comes out at 8.30 kcal/mol.

***

# 2
Formula: C9H14
Source: the Open Molecules 2025 dataset
Level of theory: ωB97M-V with the def2-TZVPD basis set

The geometry in XYZ format:
```
23
Properties=species:S:1:pos:R:3:forces:R:3:nbo_charge:R:1
C 0.127 -1.253 -2.729 -1.6 1.9 -2.1 -0.636
C -0.118 -1.170 -1.293 0.3 0.5 1.7 -0.003
C 0.933 -0.858 -0.367 -3.7 -1.8 -2.6 -0.214
C 0.748 -1.091 0.920 -3.7 1.0 2.0 -0.186
C -0.631 -1.085 1.434 2.9 -1.5 0.2 -0.214
C -1.631 -1.387 0.554 0.5 1.6 3.0 -0.209
C -1.329 -1.497 -0.752 0.0 0.4 -1.3 -0.235
H -0.952 -1.324 -3.296 3.2 0.3 0.9 0.225
H 0.768 -2.041 -2.918 0.4 -2.9 -0.5 0.224
H 0.939 -0.550 -3.135 -2.0 0.4 0.5 0.225
H 1.779 -0.696 -0.873 3.8 0.7 -1.0 0.197
H 1.558 -1.147 1.552 1.6 0.3 1.7 0.204
H -0.760 -1.079 2.513 -0.2 0.2 -0.2 0.210
H -2.644 -1.298 0.897 -0.4 -0.6 0.0 0.210
H -2.215 -1.677 -1.251 -1.2 -0.6 -2.3 0.202
C 0.852 2.777 0.587 1.4 1.3 1.2 -0.602
C 0.542 3.896 1.594 0.8 -2.0 1.4 -0.610
H 0.010 2.233 0.305 -1.5 -0.6 -1.1 0.207
H 1.472 3.196 -0.205 -0.5 -0.2 -0.5 0.198
H 1.470 2.061 1.072 0.7 -0.8 0.5 0.197
H 1.497 4.288 1.930 0.1 0.9 -0.5 0.201
H 0.245 3.458 2.608 -0.7 0.6 -1.5 0.201
H -0.119 4.592 1.111 -0.3 0.7 0.6 0.207
```
Forces are in eV/Å.

The calculation puts the orbital gap at 9.61 eV. The calculation puts the total energy at -351.24237 Eh. As for the maximum force: 0.0939 hartree/bohr. Its SMILES is Cc1ccccc1.CC. The relative energy (zero: lowest compared OMol25 entry of this formula, charge and spin) comes out at 55.11 kcal/mol.

***

# 3
Formula: C9H14
Source: the Open Molecules 2025 dataset
Level of theory: ωB97M-V with the def2-TZVPD basis set

The geometry in XYZ format:
```
23
Properties=species:S:1:pos:R:3:forces:R:3:nbo_charge:R:1
C 0.202 1.632 -1.689 -0.8 0.3 0.3 -0.632
C -0.622 1.316 -0.455 0.3 -0.9 -0.7 -0.004
C -1.881 0.730 -0.605 -0.5 0.8 0.0 -0.221
C -2.653 0.408 0.502 0.0 0.0 -0.2 -0.204
C -2.136 0.597 1.769 0.0 0.4 0.3 -0.223
C -0.855 1.111 1.928 0.2 -0.8 -0.3 -0.201
C -0.077 1.413 0.818 -0.4 0.2 0.3 -0.224
H -0.197 1.082 -2.538 0.3 -0.3 -0.1 0.215
H 1.253 1.419 -1.527 0.2 0.0 -0.1 0.217
H 0.080 2.679 -1.968 0.2 0.2 0.1 0.220
H -2.348 0.650 -1.588 0.4 -0.1 0.1 0.208
H -3.658 0.027 0.357 0.1 -0.1 0.1 0.213
H -2.720 0.386 2.652 -0.1 -0.2 0.0 0.211
H -0.417 1.094 2.912 0.1 0.4 0.2 0.211
H 0.959 1.696 0.947 0.0 0.2 0.0 0.213
C 1.810 -1.552 0.464 0.2 -1.8 -0.6 -0.620
C 1.929 -2.462 -0.782 0.7 0.5 -0.7 -0.611
H 1.023 -0.842 0.240 0.3 0.5 0.5 0.219
H 1.534 -2.162 1.314 -0.4 0.0 0.3 0.203
H 2.800 -1.195 0.736 -0.2 0.8 -0.2 0.208
H 2.918 -2.885 -0.980 0.2 0.1 0.6 0.200
H 1.268 -3.318 -0.846 -0.5 0.1 0.2 0.205
H 1.788 -1.823 -1.661 -0.3 -0.2 -0.1 0.196
```
Forces are in eV/Å.

The calculation puts the orbital gap at 10.12 eV. The calculation puts the total energy at -351.31505 Eh. As for the maximum force: 0.0376 hartree/bohr. Its SMILES is Cc1ccccc1.CC. The relative energy (zero: lowest compared OMol25 entry of this formula, charge and spin) comes out at 9.50 kcal/mol.

***

# 4
Formula: C9H14
Source: the Open Molecules 2025 dataset
Level of theory: ωB97M-V with the def2-TZVPD basis set

The geometry in XYZ format:
```
23
Properties=species:S:1:pos:R:3:forces:R:3:nbo_charge:R:1
C 1.419 2.418 -1.075 0.0 0.7 0.0 -0.633
C 0.885 1.421 -0.103 -0.4 -1.1 0.8 -0.016
C -0.481 1.388 0.201 -0.3 0.5 -0.3 -0.204
C -1.054 0.533 1.137 0.8 0.1 -0.2 -0.214
C -0.230 -0.402 1.749 -0.4 0.0 0.4 -0.223
C 1.130 -0.362 1.521 0.6 -0.5 -0.3 -0.210
C 1.693 0.531 0.626 -0.4 1.3 -0.3 -0.211
H 1.230 2.238 -2.127 -0.3 -0.6 -0.2 0.224
H 2.502 2.529 -1.007 -0.1 0.2 0.3 0.217
H 0.905 3.368 -0.890 0.4 0.1 0.1 0.219
H -1.116 2.123 -0.285 0.0 0.0 0.0 0.202
H -2.092 0.631 1.418 -0.1 -0.1 -0.2 0.218
H -0.650 -1.109 2.454 0.1 0.0 0.0 0.214
H 1.814 -1.062 1.984 -0.2 0.0 0.3 0.213
H 2.762 0.701 0.613 0.2 -0.5 -0.3 0.207
C -2.085 -2.204 -1.074 0.7 0.6 0.4 -0.617
C -0.799 -2.502 -1.816 1.2 -0.6 -1.0 -0.616
H -2.471 -3.138 -0.684 -0.4 0.0 0.1 0.204
H -1.853 -1.533 -0.242 -0.1 -0.3 0.1 0.214
H -2.834 -1.657 -1.642 0.0 -0.3 -0.3 0.204
H -0.089 -1.703 -2.019 -0.4 0.8 0.3 0.207
H -0.928 -2.918 -2.824 -0.4 -0.2 0.3 0.199
H -0.131 -3.203 -1.297 -0.5 -0.1 0.2 0.203
```
Forces are in eV/Å.

The calculation puts the orbital gap at 10.04 eV. The calculation puts the total energy at -351.31501 Eh. As for the maximum force: 0.0323 hartree/bohr. Its SMILES is Cc1ccccc1.CC. The relative energy (zero: lowest compared OMol25 entry of this formula, charge and spin) comes out at 9.52 kcal/mol.

***

# 5
Formula: C9H14
Source: the Open Molecules 2025 dataset
Level of theory: ωB97M-V with the def2-TZVPD basis set

The geometry in XYZ format:
```
23
Properties=species:S:1:pos:R:3:forces:R:3:nbo_charge:R:1
C -1.216 -1.705 -2.094 -1.9 -3.5 -1.7 -0.635
C -0.758 -0.354 -1.923 1.8 2.1 -2.8 -0.028
C -0.122 0.379 -3.013 -0.3 1.4 5.9 -0.211
C 0.654 1.452 -2.483 0.7 0.1 -1.9 -0.190
C 0.641 2.010 -1.178 1.9 -0.3 -1.9 -0.250
C -0.170 1.390 -0.317 -1.8 -0.4 2.0 -0.195
C -0.725 0.180 -0.674 -1.8 -1.5 1.8 -0.227
H -0.843 -2.260 -1.191 -0.4 -0.1 -1.2 0.228
H -0.883 -2.201 -3.122 -0.3 1.0 2.4 0.221
H -2.365 -1.826 -2.135 1.6 0.3 0.3 0.223
H -0.394 0.257 -4.009 0.4 -0.6 -1.7 0.217
H 1.393 1.833 -3.188 -0.3 0.5 0.0 0.203
H 1.417 2.708 -0.805 -0.9 -0.1 -0.8 0.227
H -0.475 1.803 0.645 0.7 -0.1 0.0 0.213
H -1.245 -0.484 0.098 0.7 1.3 -0.8 0.204
C 1.308 -0.852 3.495 -0.5 3.5 -3.6 -0.604
C 0.035 0.020 2.948 -1.0 -1.3 -0.2 -0.641
H 1.019 -1.589 4.133 -1.0 -2.1 1.7 0.200
H 1.735 -1.300 2.570 0.3 0.3 1.0 0.210
H 1.986 -0.165 4.032 -0.1 -0.5 -0.5 0.208
H -0.258 -0.029 1.859 0.9 -1.3 1.0 0.209
H 0.187 1.107 2.875 0.0 -0.2 1.5 0.210
H -0.920 -0.372 3.478 1.5 1.4 -0.6 0.207
```
Forces are in eV/Å.

The calculation puts the orbital gap at 9.89 eV. The calculation puts the total energy at -351.23887 Eh. As for the maximum force: 0.1190 hartree/bohr. Its SMILES is Cc1ccccc1.CC. The relative energy (zero: lowest compared OMol25 entry of this formula, charge and spin) comes out at 57.30 kcal/mol.

***

# 6
Formula: C9H14
Source: the Open Molecules 2025 dataset
Level of theory: ωB97M-V with the def2-TZVPD basis set

The geometry in XYZ format:
```
23
Properties=species:S:1:pos:R:3:forces:R:3:nbo_charge:R:1
C -0.647 -0.282 -2.501 0.9 -0.7 0.8 -0.636
C -1.081 -0.062 -1.060 -0.4 0.5 -1.5 0.000
C -1.187 1.254 -0.583 0.2 -2.0 0.7 -0.220
C -1.514 1.381 0.752 -1.6 1.6 0.5 -0.201
C -1.852 0.321 1.592 1.5 -1.4 -0.8 -0.235
C -1.839 -0.959 1.040 -0.3 0.1 -0.2 -0.187
C -1.481 -1.146 -0.295 -0.2 0.3 0.6 -0.236
H -0.278 -1.309 -2.554 -0.1 -0.1 -0.3 0.212
H 0.231 0.327 -2.703 -0.1 0.3 -0.2 0.215
H -1.387 -0.145 -3.277 -0.4 0.2 0.0 0.222
H -0.961 2.062 -1.254 -0.1 0.4 0.1 0.217
H -1.840 2.356 1.118 0.9 0.2 0.1 0.208
H -1.822 0.359 2.669 -0.8 0.7 0.2 0.219
H -2.188 -1.801 1.626 0.3 -0.1 0.1 0.210
H -1.544 -2.130 -0.737 0.2 -0.1 0.0 0.212
C 2.200 -0.268 1.457 -0.8 0.0 -1.1 -0.609
C 2.752 0.269 0.110 -0.8 0.3 1.2 -0.602
H 1.744 0.405 2.183 0.1 0.6 -0.4 0.204
H 1.394 -0.864 1.030 -0.3 -0.6 0.9 0.206
H 2.876 -0.873 2.019 0.6 -0.6 0.1 0.197
H 3.085 -0.604 -0.443 0.5 0.2 -0.2 0.203
H 3.474 1.073 0.219 0.3 -0.2 -0.3 0.200
H 1.866 0.637 -0.407 0.2 0.3 -0.3 0.201
```
Forces are in eV/Å.

The calculation puts the orbital gap at 10.10 eV. The calculation puts the total energy at -351.30048 Eh. As for the maximum force: 0.0449 hartree/bohr. Its SMILES is Cc1ccccc1.CC. The relative energy (zero: lowest compared OMol25 entry of this formula, charge and spin) comes out at 18.65 kcal/mol.

***

# 7
Formula: C9H14
Source: the Open Molecules 2025 dataset
Level of theory: ωB97M-V with the def2-TZVPD basis set

The geometry in XYZ format:
```
23
Properties=species:S:1:pos:R:3:forces:R:3:nbo_charge:R:1
C 1.796 0.787 0.189 -0.2 -0.6 0.8 -0.636
C 0.736 -0.274 -0.096 1.0 0.3 -0.4 -0.005
C 0.248 -1.075 0.924 -0.2 -0.2 -0.3 -0.224
C -0.409 -2.263 0.616 -0.4 0.9 0.6 -0.203
C -0.594 -2.625 -0.703 0.1 -0.8 -0.1 -0.224
C -0.088 -1.849 -1.730 0.4 0.2 0.0 -0.204
C 0.550 -0.653 -1.426 -0.4 0.0 0.3 -0.215
H 2.312 0.434 1.087 0.1 0.2 0.0 0.215
H 1.468 1.798 0.421 -0.2 0.0 -0.3 0.220
H 2.533 0.766 -0.606 0.0 0.3 -0.2 0.218
H 0.407 -0.784 1.953 0.1 -0.1 0.1 0.210
H -0.815 -2.820 1.451 0.0 -0.3 -0.2 0.213
H -1.063 -3.571 -0.946 0.0 0.0 0.1 0.212
H -0.079 -2.251 -2.735 -0.3 0.3 -0.1 0.214
H 0.918 0.029 -2.182 0.2 -0.3 -0.2 0.209
C -1.309 2.432 1.214 0.1 0.2 1.1 -0.608
C -0.756 3.603 0.391 0.1 -1.2 0.7 -0.606
H -1.203 2.674 2.279 -0.3 0.1 0.0 0.195
H -2.358 2.230 1.016 -0.1 0.1 -0.1 0.203
H -0.784 1.480 1.151 0.2 0.1 -0.6 0.209
H -1.379 4.474 0.559 0.1 0.2 -0.2 0.208
H -0.734 3.297 -0.634 -0.1 0.3 -0.8 0.203
H 0.275 3.781 0.691 0.0 0.4 0.0 0.197
```
Forces are in eV/Å.

The calculation puts the orbital gap at 10.07 eV. The calculation puts the total energy at -351.31406 Eh. As for the maximum force: 0.0276 hartree/bohr. Its SMILES is Cc1ccccc1.CC. The relative energy (zero: lowest compared OMol25 entry of this formula, charge and spin) comes out at 10.12 kcal/mol.

***

# 8
Formula: C9H14
Source: the Open Molecules 2025 dataset
Level of theory: ωB97M-V with the def2-TZVPD basis set

The geometry in XYZ format:
```
23
Properties=species:S:1:pos:R:3:forces:R:3:nbo_charge:R:1
C -2.749 -0.618 1.527 -0.3 -0.4 0.8 -0.632
C -1.766 -0.327 0.440 -0.3 0.1 -0.3 -0.035
C -0.925 -1.346 -0.020 0.2 -0.5 0.5 -0.202
C -0.010 -1.138 -1.030 -0.3 1.0 0.0 -0.208
C 0.091 0.151 -1.563 0.1 -0.6 -0.9 -0.218
C -0.839 1.122 -1.266 -0.2 -0.2 0.3 -0.213
C -1.772 0.868 -0.250 0.5 0.8 -0.6 -0.204
H -2.286 -0.942 2.456 0.5 -0.2 0.0 0.219
H -3.385 -1.451 1.233 -0.2 0.0 -0.1 0.219
H -3.395 0.188 1.874 0.1 0.3 -0.6 0.220
H -0.957 -2.310 0.489 -0.1 0.1 -0.2 0.207
H 0.609 -1.908 -1.464 0.1 -0.2 0.4 0.216
H 0.865 0.309 -2.306 -0.1 0.2 -0.1 0.209
H -0.886 2.038 -1.854 0.2 -0.1 0.4 0.215
H -2.461 1.676 -0.044 -0.3 -0.2 0.3 0.208
C 3.759 1.081 0.921 0.0 -0.6 -0.9 -0.604
C 2.775 -0.023 0.498 0.5 0.5 -0.2 -0.602
H 3.580 1.341 1.957 0.2 0.2 0.1 0.203
H 4.799 0.790 0.760 0.0 -0.1 0.3 0.198
H 3.614 1.939 0.264 -0.1 0.2 0.3 0.199
H 2.927 -0.370 -0.529 0.1 0.2 0.1 0.195
H 1.790 0.423 0.537 -0.4 -0.3 0.1 0.210
H 2.840 -0.902 1.129 -0.1 -0.1 0.3 0.200
```
Forces are in eV/Å.

The calculation puts the orbital gap at 10.01 eV. The calculation puts the total energy at -351.31721 Eh. As for the maximum force: 0.0223 hartree/bohr. Its SMILES is Cc1ccccc1.CC. The relative energy (zero: lowest compared OMol25 entry of this formula, charge and spin) comes out at 8.14 kcal/mol.

***

# 9
Formula: C9H14
Source: the Open Molecules 2025 dataset
Level of theory: ωB97M-V with the def2-TZVPD basis set

The geometry in XYZ format:
```
23
Properties=species:S:1:pos:R:3:forces:R:3:nbo_charge:R:1
C 0.140 1.896 0.588 -0.5 -0.5 0.3 -0.631
C 0.803 0.551 0.495 0.4 0.3 0.0 -0.010
C 2.183 0.484 0.310 0.0 -0.1 0.0 -0.213
C 2.843 -0.731 0.212 0.2 -0.1 0.3 -0.205
C 2.133 -1.917 0.252 -1.2 -0.4 0.1 -0.227
C 0.761 -1.877 0.465 -0.6 1.4 -0.5 -0.201
C 0.116 -0.640 0.604 -0.2 -0.8 -0.1 -0.217
H -0.094 2.153 1.618 -0.5 -0.2 0.1 0.221
H -0.726 1.994 -0.066 -0.2 -0.2 0.3 0.219
H 0.800 2.664 0.297 1.0 0.8 -0.6 0.212
H 2.746 1.406 0.221 0.0 0.0 0.1 0.207
H 3.922 -0.757 0.164 0.1 0.1 -0.3 0.213
H 2.518 -2.902 0.088 0.8 -0.2 0.0 0.214
H 0.072 -2.702 0.376 0.5 -0.6 0.3 0.211
H -0.960 -0.683 0.749 0.0 0.3 0.0 0.205
C -3.906 0.976 -0.677 0.4 -0.3 -0.2 -0.613
C -2.955 0.345 -1.730 -0.1 0.2 1.0 -0.616
H -4.002 2.040 -0.870 -0.2 0.1 0.1 0.204
H -4.897 0.525 -0.704 0.0 0.0 0.0 0.206
H -3.512 0.856 0.333 -0.1 0.0 0.0 0.202
H -2.143 -0.206 -1.253 -0.1 -0.1 0.0 0.206
H -2.472 1.139 -2.277 0.1 0.1 -0.6 0.204
H -3.497 -0.334 -2.375 0.1 0.0 -0.4 0.208
```
Forces are in eV/Å.

The calculation puts the orbital gap at 10.15 eV. The calculation puts the total energy at -351.31532 Eh. As for the maximum force: 0.0312 hartree/bohr. Its SMILES is Cc1ccccc1.CC. The relative energy (zero: lowest compared OMol25 entry of this formula, charge and spin) comes out at 9.33 kcal/mol.